1.
ORCA calculation (ωB97M-V/def2-TZVPD) on a molecular structure, C12H19AsBN7OPtS at a distorted geometry.

Last column: Mulliken charge in e.
Atoms and positions in Å:
C  -0.095  -3.687  3.114  -1.067
C  1.699  -3.312  0.552  -0.976
H  -2.695  1.486  2.114  0.465
As  1.199  -2.580  2.242  0.653
N  0.816  2.191  -1.344  0.248
H  2.802  0.393  0.406  0.405
H  -2.129  4.698  -0.697  0.482
H  0.459  -4.469  3.632  0.417
C  -2.424  2.131  1.294  -0.092
Pt  -0.457  -0.045  0.030  1.245
C  -1.556  -0.913  -2.747  -0.032
N  -1.966  -1.212  0.488  0.140
C  1.978  2.761  -1.671  -0.090
H  -2.446  -0.795  -4.769  0.431
N  -1.707  1.674  0.258  -0.507
H  3.120  -3.556  3.448  0.418
N  -1.021  0.021  -1.947  -0.535
H  -0.629  3.444  -2.562  -0.015
H  2.472  -2.152  4.337  0.407
H  0.936  -3.112  -0.196  0.304
H  2.000  3.605  -2.343  0.484
H  -1.575  -1.953  -2.462  0.453
C  -1.700  1.032  -3.761  -0.112
H  -0.638  -3.080  3.835  0.379
H  -0.781  -4.136  2.398  0.377
B  -0.623  2.491  -1.846  -0.225
H  3.498  -1.897  2.901  0.365
S  0.619  -0.482  2.099  -0.431
N  1.061  1.182  -0.476  -0.049
H  1.834  -4.387  0.665  0.432
C  -1.993  -0.315  -3.919  -1.061
C  2.746  -2.536  3.357  -1.067
C  3.007  2.110  -1.006  -1.095
H  4.058  2.336  -1.048  0.437
C  2.386  1.118  -0.271  0.112
C  -2.739  3.464  1.071  -1.027
N  -1.127  1.214  -2.569  0.311
N  -1.513  2.690  -0.605  0.331
H  -3.333  4.106  1.697  0.428
O  -2.192  -2.322  0.606  -0.113
C  -2.140  3.777  -0.136  -0.076
H  -1.851  1.865  -4.429  0.486
H  2.639  -2.849  0.260  0.363

Cartesian forces, eV/Å:
C -0.1 0.0 0.0
C 0.0 -0.1 -0.1
H 0.0 0.0 0.0
As 0.0 0.2 0.0
N -0.1 -0.1 -0.1
H 0.0 0.0 0.0
H 0.0 0.0 0.0
H -0.1 -0.1 0.0
C 0.0 -0.1 -0.1
Pt 1.0 -0.2 -0.3
C 0.0 0.0 0.0
N -0.7 -1.1 0.2
C 0.0 0.1 0.0
H 0.0 0.0 0.0
N -0.1 0.4 0.4
H 0.0 0.0 0.0
N -0.3 0.2 -0.2
H 0.0 -0.1 0.1
H 0.0 0.0 0.0
H 0.0 0.0 0.0
H 0.0 0.0 0.0
H 0.0 0.0 0.0
C 0.0 0.0 -0.1
H 0.0 0.0 0.0
H 0.0 0.0 0.0
B 0.0 0.0 -0.1
H 0.0 0.0 0.0
S -0.1 0.3 0.2
N -0.1 -0.2 0.0
H 0.0 0.0 0.0
C 0.0 0.0 0.0
C 0.0 0.0 0.0
C 0.0 0.0 0.0
H 0.0 0.0 0.0
C 0.0 0.0 0.0
C -0.1 0.0 0.1
N 0.1 0.0 0.1
N 0.0 0.1 0.0
H 0.0 0.0 0.0
O 0.2 0.7 -0.1
C 0.0 0.0 -0.1
H 0.0 0.0 0.0
H 0.0 0.0 -0.1

Properties
max |F|: 1.29 eV Å⁻¹
energy: -100811.688 eV
multiplicity: 3
expectation value of S²: 2.010
net charge: +2

---

2.
ORCA calculation (ωB97M-V/def2-TZVPD) on a molecular structure, C8H6N2O at a distorted geometry.

Last column: Mulliken charge in e.
Atoms and positions in Å:
C  0.300  -0.424  0.949  -0.497
C  -1.252  -2.509  2.855  -0.165
H  1.281  -2.403  0.642  0.386
C  -1.201  1.499  -0.400  0.247
C  0.598  -1.648  0.251  -0.450
H  0.765  -0.333  1.892  0.495
H  -2.426  3.448  -0.064  0.242
H  -1.300  -3.283  0.805  0.344
O  -1.402  0.586  -2.858  -0.562
N  -0.805  -0.482  -0.961  0.122
H  -0.110  -2.601  -1.506  0.440
C  -1.646  2.605  0.221  -0.861
H  -1.287  2.875  1.160  0.311
N  -1.219  -3.025  1.784  -0.158
C  -1.353  0.685  -1.639  0.536
C  -0.497  0.360  0.142  0.022
C  -0.092  -1.658  -0.950  -0.451

Cartesian forces, eV/Å:
C 0.9 -0.2 -0.6
C 0.1 -1.3 -2.4
H -0.4 0.1 -0.2
C -1.3 1.8 1.6
C -0.4 1.3 -0.3
H 0.1 1.0 0.9
H 1.8 -2.2 -0.4
H 0.1 0.2 0.8
O -1.2 2.4 2.2
N -0.2 1.5 1.1
H -0.6 1.1 -0.7
C -2.0 1.5 -2.3
H 0.8 -0.2 1.6
N -0.6 0.8 2.0
C 1.4 -3.7 -4.9
C 1.1 -3.5 0.4
C 0.6 -0.6 1.2

Properties
max |F|: 6.26 eV Å⁻¹
energy: -13415.830 eV
energy relative to the best compared isomer or geometry (same formula, charge and spin): 528.4 kJ/mol
net charge: 0

---

3.
ORCA calculation (ωB97M-V/def2-TZVPD) on 13 unconnected molecules or ions with the total composition C22H70O24 at a distorted geometry.

Last column: Mulliken charge in e.
Atoms and positions in Å:
H  1.235  -0.063  1.076  -0.896
C  1.941  -1.811  2.952  0.208
O  -0.328  -0.341  4.923  -0.681
H  3.191  1.239  2.010  -0.201
H  -5.194  0.300  0.133  0.248
H  4.300  0.555  4.007  0.349
O  2.661  -0.958  -1.912  -0.649
H  -2.357  4.291  -1.325  0.196
H  -0.634  3.907  -2.915  0.481
H  -5.231  -1.493  2.054  0.185
H  -0.947  -0.235  3.022  -0.361
H  -0.396  -1.098  -5.328  0.359
H  -0.419  6.038  -0.535  0.312
O  -0.411  2.341  2.623  -0.508
O  -2.015  0.443  -4.159  -0.495
H  -1.596  5.693  1.238  0.321
H  -1.082  3.711  -0.138  -0.318
O  -2.595  -3.234  -2.547  -0.628
H  2.380  4.409  -3.556  0.168
H  -0.593  -5.355  3.340  0.345
H  1.320  -5.030  1.728  -0.003
H  -0.257  1.721  -3.917  -0.589
O  4.960  -0.655  2.765  -0.514
H  0.619  -3.611  0.682  0.072
H  0.687  0.207  -6.994  0.388
H  2.909  -3.771  2.815  0.394
H  0.416  6.076  -4.019  0.313
C  -0.457  -5.872  2.422  -0.466
H  2.340  -0.788  -2.811  0.331
H  0.588  -0.648  4.757  0.321
H  2.162  -0.975  3.512  0.317
H  1.400  -2.965  -2.681  0.317
C  4.916  0.745  3.131  -0.575
H  -3.865  -0.030  1.872  0.167
H  3.909  3.131  -1.768  0.291
C  3.523  1.198  -2.098  -0.923
C  -1.482  0.647  -0.281  -0.220
O  -3.835  -3.920  1.836  -0.636
H  0.000  1.864  1.917  0.021
H  -1.777  0.757  4.144  0.597
O  0.064  0.702  -6.430  -0.538
H  0.822  -2.043  2.837  0.373
H  -1.398  -1.551  -2.809  -0.505
O  0.858  2.749  -2.173  0.074
O  -4.912  0.940  0.818  -0.593
C  -3.287  -2.693  2.036  0.765
C  4.216  1.529  1.979  0.335
H  5.337  -0.561  1.913  0.228
H  -1.964  0.764  0.677  0.465
C  -0.382  -0.475  0.018  0.995
H  -0.709  -3.548  -4.344  0.291
H  -0.017  -4.334  -2.777  0.360
H  -0.167  -7.231  3.659  0.367
H  4.419  0.721  -2.616  0.342
H  2.868  1.499  -2.882  0.419
C  -1.281  -2.588  -2.517  2.333
H  -0.715  -1.363  0.561  -0.597
O  -3.090  3.612  0.497  -0.645
C  0.067  1.767  3.749  -0.184
C  -0.824  0.462  3.940  0.286
C  -2.040  5.619  0.274  -0.703
C  0.468  3.972  -2.776  -0.999
H  -3.042  -2.813  -3.284  0.367
C  1.387  4.358  -3.957  -0.120
O  -4.502  1.571  -2.466  -0.669
H  1.833  -3.178  5.239  0.316
H  -1.125  1.657  -0.640  -0.146
H  -0.877  -2.574  -1.513  -0.897
H  -3.845  1.010  -2.062  0.305
H  3.715  -2.668  3.926  0.388
H  0.584  -6.095  0.568  0.272
C  2.769  0.211  -1.191  1.476
H  3.788  3.381  1.709  0.355
O  -1.322  6.286  -0.726  -0.567
H  -3.740  -4.212  0.913  0.408
C  -0.324  -3.447  -3.332  -0.855
H  4.812  1.379  1.110  0.291
H  -2.167  0.316  -1.946  0.206
H  -3.042  6.029  0.377  0.379
H  -2.897  -2.212  1.178  -0.349
H  0.146  2.546  4.380  0.452
C  -2.092  4.216  -0.251  0.766
H  -5.770  1.346  0.983  0.239
H  0.375  4.709  -2.030  0.315
O  -0.042  -7.203  2.699  -0.542
H  3.452  0.023  -0.383  -0.188
H  1.086  1.447  3.712  -0.308
O  2.493  -1.534  1.672  -0.421
C  -0.600  0.653  -3.996  1.728
H  -1.530  -5.840  2.143  0.196
H  -2.321  -2.749  2.588  -0.061
H  -5.219  1.100  -2.100  0.292
C  -4.266  -1.650  2.645  -0.429
O  3.767  2.304  -1.267  -0.486
H  -2.299  0.948  -4.920  0.361
O  -3.533  -0.504  2.611  -0.330
O  0.907  -2.791  -3.488  -0.467
H  1.450  3.551  -4.717  0.208
O  -0.162  -4.161  0.805  -0.289
O  1.930  -3.632  4.392  -0.544
H  5.953  1.119  3.177  0.306
C  2.747  -2.991  3.495  -1.080
O  1.033  5.659  -4.549  -0.554
O  0.361  0.284  0.868  1.840
C  -0.035  -0.062  -5.239  -0.857
O  -2.494  0.196  -1.113  -0.719
H  -4.574  -1.968  3.621  0.307
H  1.840  0.748  -0.994  -0.760
H  0.239  -0.781  -0.883  -0.522
H  0.930  -0.267  -4.827  0.317
O  4.405  2.881  2.264  -0.642
H  1.286  2.880  -1.262  0.101
C  0.362  -5.338  1.349  -0.026
H  3.378  -1.344  1.827  0.099
H  -0.318  0.196  -3.076  -0.631
H  -3.208  2.639  0.354  0.264

Cartesian forces, eV/Å:
H 0.1 -0.7 -0.1
C 0.0 -2.5 -2.3
O 1.2 -1.6 2.6
H -0.9 -0.3 -0.8
H 0.7 0.2 0.3
H 0.4 1.7 0.6
O -0.8 -1.8 -0.5
H 0.2 -0.2 0.4
H 0.6 -0.4 -1.3
H 1.1 -0.7 0.4
H 0.5 1.9 0.6
H -0.8 0.6 -0.3
H 0.5 0.3 -0.3
O -0.3 2.0 -2.2
O -0.3 0.7 1.5
H 0.6 0.0 0.9
H -0.8 0.4 -0.1
O 1.1 0.6 0.4
H 0.8 0.3 0.3
H 1.1 1.2 0.8
H 0.8 -0.5 0.5
H -0.6 -0.9 -0.4
O 0.0 0.2 0.0
H -0.4 0.3 -0.2
H -0.5 0.5 0.2
H 0.6 -0.5 -1.8
H -2.0 1.2 1.8
C -2.9 -1.3 0.0
H -0.1 0.0 0.3
H -1.1 0.6 -0.2
H -0.2 2.0 1.9
H 0.3 0.3 -0.1
C -0.7 -0.9 -0.9
H -0.4 1.3 -0.8
H 0.0 -0.8 0.2
C 0.6 -0.6 0.0
C 0.3 -1.1 0.7
O -0.8 -2.1 -0.8
H -0.2 -0.5 -1.3
H -2.7 0.7 1.0
O -0.1 -0.6 0.1
H 1.7 0.3 0.3
H 0.3 -0.1 -0.6
O 1.2 -0.2 1.8
O -0.9 -0.5 -1.1
C 0.4 1.4 0.9
C 1.5 -0.2 2.6
H 1.0 -0.9 -1.6
H 0.1 0.4 0.6
C -0.3 1.2 -1.9
H -0.2 -0.8 0.1
H -1.3 -0.7 -0.4
H 0.3 -0.7 -0.4
H -0.6 0.6 1.1
H -0.7 0.2 -0.8
C -1.0 -1.4 0.2
H -0.7 -0.1 -0.5
O -0.9 -2.1 0.5
C -1.1 -4.2 -1.2
C 2.9 -0.1 -2.0
C -0.6 -0.5 -0.9
C -1.2 -0.6 -0.3
H -0.3 -0.1 -0.1
C -1.3 0.6 0.0
O 0.5 0.5 -0.5
H 0.1 0.0 -0.3
H 0.4 -1.3 0.4
H -0.5 -0.1 0.5
H 1.3 0.1 0.1
H -0.3 0.0 -0.3
H -0.5 0.1 0.4
C 1.6 1.7 -2.1
H 0.3 0.0 0.2
O 0.7 1.5 -0.1
H 0.0 0.3 0.6
C 0.2 1.0 0.0
H -0.2 -1.0 -1.3
H 1.0 0.1 -4.0
H -0.1 0.0 -0.4
H -0.1 0.3 -1.7
H -0.8 2.0 3.6
C -0.1 -0.7 0.2
H 0.1 0.5 0.5
H 0.9 1.5 1.0
O -0.1 0.1 0.9
H -0.4 -0.1 0.9
H 1.3 -0.6 -0.6
O -3.2 -0.1 -1.6
C -1.3 0.5 -3.1
H 0.3 -0.4 -0.7
H -0.8 0.0 0.7
H -2.1 -0.3 0.2
C -0.5 -1.9 -1.5
O 0.7 1.4 0.2
H -0.2 0.2 -0.2
O 1.2 1.3 1.7
O 1.2 1.0 -0.1
H -0.6 0.7 0.1
O -0.4 1.0 -0.6
O -1.1 -1.3 2.5
H -0.6 0.1 0.9
C -0.6 1.3 1.2
O 2.4 -3.1 -1.3
O 2.3 1.7 1.9
C 2.0 -0.2 2.0
O -1.8 -0.8 2.1
H -0.1 0.1 0.9
H -0.1 -0.6 0.7
H -0.9 0.2 0.7
H 1.7 -0.2 -0.4
O -0.7 1.3 0.2
H -0.8 0.0 -2.1
C 1.9 0.3 -0.8
H 2.8 0.7 0.4
H 0.4 -0.7 0.5
H 0.3 1.3 -0.1

Properties
max |F|: 4.53 eV Å⁻¹
energy: -73077.737 eV
energy relative to the best compared isomer or geometry (same formula, charge and spin): 655.8 kJ/mol
net charge: 0